{
  "formula": "C35H28ClIrN7O4S",
  "method": "ωB97M-V/def2-TZVPD",
  "species": ["Ir", "C", "C", "N", "C", "C", "N", "C", "C", "C", "C", "C", "N", "C", "C", "N", "C", "C", "N", "C", "C", "C", "N", "C", "C", "H", "H", "H", "H", "H", "H", "H", "H", "H", "H", "H", "H", "C", "C", "C", "C", "C", "C", "C", "C", "S", "C", "N", "C", "C", "C", "C", "C", "C", "C", "C", "H", "H", "H", "H", "H", "H", "H", "H", "H", "H", "H", "H", "H", "H", "H", "H", "O", "Cl", "O", "O", "O"],
  "xyz": [[-0.171, 0.780, 0.001], [-0.245, 0.653, -4.360], [-0.674, 0.706, -3.049], [0.191, 0.762, -2.037], [1.550, 0.719, -2.310], [1.934, 0.666, -3.666], [1.065, 0.646, -4.621], [2.427, 0.728, -1.183], [3.821, 0.686, -1.202], [4.547, 0.686, 0.001], [3.821, 0.685, 1.205], [2.426, 0.727, 1.185], [1.770, 0.803, 0.001], [1.550, 0.717, 2.312], [1.935, 0.666, 3.668], [1.066, 0.647, 4.623], [-0.245, 0.655, 4.362], [-0.674, 0.704, 3.052], [0.191, 0.756, 2.039], [6.021, 0.692, 0.001], [6.759, 0.705, -1.192], [8.147, 0.721, -1.147], [8.767, 0.728, 0.003], [8.146, 0.719, 1.150], [6.758, 0.702, 1.195], [-0.927, 0.623, -5.194], [-1.731, 0.713, -2.824], [2.973, 0.647, -3.953], [4.305, 0.649, -2.162], [4.305, 0.649, 2.165], [2.974, 0.649, 3.954], [-0.927, 0.627, 5.196], [-1.731, 0.711, 2.827], [6.289, 0.698, -2.160], [8.749, 0.725, -2.046], [8.747, 0.721, 2.051], [6.288, 0.693, 2.163], [-3.449, -4.072, -1.253], [-4.238, -3.633, -0.015], [-5.587, -4.365, -0.017], [-3.485, -4.082, 1.260], [-4.376, -2.137, -0.003], [-5.634, -1.495, 0.000], [-5.752, -0.124, -0.003], [-4.595, 0.650, -0.001], [-4.449, 2.371, -0.003], [-2.709, 2.190, 0.001], [-2.283, 0.924, 0.004], [-3.316, 0.032, 0.001], [-3.221, -1.352, 0.001], [-1.744, 3.233, 0.001], [-2.025, 4.605, -0.001], [-0.990, 5.514, -0.003], [0.333, 5.071, -0.003], [0.624, 3.715, -0.001], [-0.394, 2.775, 0.001], [-3.405, -5.157, -1.289], [-2.419, -3.709, -1.246], [-3.919, -3.700, -2.161], [-5.428, -5.440, -0.025], [-6.149, -4.106, -0.912], [-6.161, -4.119, 0.873], [-3.460, -5.167, 1.297], [-3.981, -3.708, 2.153], [-2.456, -3.724, 1.262], [-6.540, -2.081, -0.004], [-6.720, 0.350, -0.010], [-2.246, -1.811, 0.018], [-3.052, 4.932, 0.000], [-1.193, 6.572, -0.003], [1.139, 5.789, -0.003], [1.660, 3.410, 0.000], [1.621, -3.274, 0.041], [0.299, -2.839, 0.008], [-0.435, -3.177, 1.168], [-0.402, -3.247, -1.150], [0.332, -1.373, -0.037]],
  "charge": 2,
  "orbital_gap_ev": [4.862, 3.871],
  "e_lumo_ev": [-6.059, -9.954],
  "spin_multiplicity": 6,
  "mol_weight_g_mol": 870.39
}